An isolated molecule of C5H9NO at a distorted geometry. Source: OMol25; level of theory: ωB97M-V with the def2-TZVPD basis set.

The geometry in XYZ format:
```
16
C5H9NO (ωB97M-V with the def2-TZVPD basis set)
O 1.77143 0.09220 0.04113
N -2.87551 -0.24590 -0.18510
C -1.83078 0.09129 0.17893
C 0.58195 -0.55625 0.46096
C -0.50156 0.55814 0.60687
C 0.19491 -1.68358 -0.48895
C -0.16932 1.85911 -0.13812
H 0.99827 -2.42889 -0.52228
H -0.59437 0.80349 1.67013
H 0.02603 -1.30599 -1.50272
H -0.71650 -2.19393 -0.16045
H 0.73687 -0.99089 1.45975
H -0.04642 1.68571 -1.21052
H 0.76257 2.27472 0.24722
H -0.97518 2.58379 0.01688
H 2.46887 -0.57313 -0.00140
```

## Properties
Molar mass (g mol⁻¹): 99.1
LUMO (hartree): 0.02304
Orbital gap (eV): 11.413
ΔE to the lowest compared entry with this formula, charge and spin (kcal/mol): 25.9
Electronic energy (eV): -8868.091

Calculated atomic charges, method natural (NBO), unit e:
1 O -0.721
2 N -0.335
3 C 0.294
4 C 0.119
5 C -0.342
6 C -0.644
7 C -0.586
8 H 0.209
9 H 0.244
10 H 0.220
11 H 0.232
12 H 0.163
13 H 0.220
14 H 0.232
15 H 0.218
16 H 0.475

---

The ion C8H12NO with charge +1 at a distorted geometry. Source: OMol25; level of theory: ωB97M-V with the def2-TZVPD basis set.

The geometry in XYZ format:
```
22
C8H12NO (ωB97M-V with the def2-TZVPD basis set)
O 0.30346 0.37361 -1.69628
N -0.65931 0.89533 0.71067
C 1.06039 -1.64093 -1.47755
C 0.60766 1.35996 1.29308
C 0.43361 -0.59945 -0.87678
C -1.84316 1.12898 1.65527
C 1.15266 -1.24275 -2.84170
C -0.19041 -0.56605 0.43053
C 0.75385 0.02668 -2.93990
C -0.27584 -1.54978 1.30382
H 0.27833 -2.47615 1.08415
H 0.61103 0.72824 -3.75407
H -0.63132 -1.27322 2.33882
H 0.42236 2.39294 1.60011
H -1.71935 2.09169 2.02986
H 0.82075 0.75403 2.12989
H 1.53799 -1.84210 -3.63808
H -1.74293 0.29508 2.31758
H -0.83704 1.24873 -0.26055
H 1.26186 1.47143 0.51521
H 1.34295 -2.56731 -0.97081
H -2.68755 0.99104 1.04673
```

## Properties
Molar mass (g mol⁻¹): 138.2
LUMO (hartree): -0.12415
Orbital gap (eV): 9.033
ΔE to the lowest compared entry with this formula, charge and spin (kcal/mol): 34.0
Electronic energy (eV): -12019.076
Net charge: +1

Calculated atomic charges, method natural (NBO), unit e:
1 O -0.429
2 N -0.368
3 C -0.231
4 C -0.400
5 C 0.174
6 C -0.372
7 C -0.272
8 C 0.134
9 C 0.093
10 C -0.382
11 H 0.260
12 H 0.238
13 H 0.224
14 H 0.219
15 H 0.231
16 H 0.236
17 H 0.252
18 H 0.222
19 H 0.460
20 H 0.236
21 H 0.242
22 H 0.232

---

A cluster of 2 separate species, F2H2O2Si in total at a distorted geometry. Source: OMol25; level of theory: ωB97M-V with the def2-TZVPD basis set.

The geometry in XYZ format:
```
7
F2H2O2Si (ωB97M-V with the def2-TZVPD basis set)
Si 1.49454 -0.20160 -0.34542
F 1.32199 1.36055 -0.20804
F 2.73785 -0.52180 0.65802
O 0.88601 -1.23731 -1.24898
O -1.85315 0.35249 0.58860
H -1.84594 -0.56224 0.15565
H -2.74131 0.80991 0.40017
```

## Properties
Molar mass (g mol⁻¹): 100.1
LUMO (spin up / spin down) (hartree): 0.01770 / -0.19012
Multiplicity: 3
Orbital gap (spin up / spin down) (eV): 7.266 / 6.520
ΔE to the lowest compared entry with this formula, charge and spin (kcal/mol): 36.4
Electronic energy (eV): -17438.152

Calculated atomic charges, method natural (NBO), unit e:
1 Si 1.893
2 F -0.650
3 F -0.655
4 O -0.582
5 O -0.962
6 H 0.475
7 H 0.482

---

A cluster of 5 separate species, C22H44N2O13 in total at a distorted geometry. Source: OMol25; level of theory: ωB97M-V with the def2-TZVPD basis set.

The geometry in XYZ format:
```
81
C22H44N2O13 (ωB97M-V with the def2-TZVPD basis set)
O -4.83097 -1.25103 -2.69833
O -2.06980 -5.24157 0.31275
O 3.29806 6.48195 -1.37243
O -0.01610 -0.43243 2.33183
O -3.36535 -6.63674 -0.89672
O -3.66806 -6.27794 1.31350
O 0.32460 -0.86995 0.14452
O -3.01425 -1.06396 -4.02845
O 5.44112 1.52498 2.78671
O -3.08194 -0.26741 -1.91997
O 1.44233 0.73675 1.25952
O 7.29172 2.24693 1.70945
O 5.20796 2.91474 1.16145
N -1.09486 4.58840 -1.14169
N 2.40237 4.37697 -1.91101
C 0.56741 -0.25905 1.15348
C 2.32403 5.76676 -1.55435
C -1.04853 -1.43429 2.35460
C -5.06028 -3.42970 -3.78356
C -4.26533 -8.64924 1.33485
C 6.25883 0.74682 3.67379
C 5.77816 3.77399 0.16400
C -5.50644 -1.98420 -3.73067
C 0.87073 6.19290 -1.40360
C -4.75402 -7.21717 1.31579
C 2.18566 0.99021 0.06685
C -3.58383 -0.88373 -2.98518
C 6.10273 2.23601 1.87840
C -0.45818 4.43708 1.24980
C -1.30897 5.14432 0.18455
C -3.06090 -6.11374 0.14115
C -0.49131 -2.83856 2.32711
C -1.29094 -4.99319 -0.86214
C 6.88879 1.59667 4.75583
C 1.04435 3.93062 -2.24003
C 0.00722 5.08719 -1.95607
C -1.71392 0.13542 -2.05831
H -0.71669 -5.87879 -1.12800
H -0.07249 5.14307 1.97349
H 2.66223 3.92363 -1.04112
H -3.72604 -8.89227 0.42109
H -5.36404 -1.48386 -4.68788
H 0.03218 -3.03016 1.39241
H -5.18346 -3.90178 -2.80808
H -1.73293 -1.26468 1.52351
H 6.12159 2.15087 5.29744
H 2.88424 0.17891 -0.12869
H -1.29930 -3.56365 2.41883
H -1.57721 0.75569 -2.94219
H 0.96602 3.65017 -3.28147
H -1.59202 -1.25416 3.27923
H -4.01195 -3.50644 -4.06674
H -1.94929 4.52615 -1.66057
H -1.03329 3.67888 1.75991
H 0.74340 6.47035 -0.36566
H 7.42729 0.96457 5.46152
H -2.35148 4.97480 0.42253
H -3.59309 -8.80953 2.17840
H -0.61631 -4.17994 -0.61228
H -1.16494 6.21922 0.22994
H 6.30901 4.59749 0.63676
H 0.77924 3.08547 -1.62451
H -5.11016 -9.33139 1.42673
H 7.00948 0.20586 3.09872
H 0.36395 3.92843 0.76238
H -0.38312 5.35155 -2.92913
H 0.76725 7.12111 -1.95425
H 4.94988 4.16583 -0.41920
H -5.65396 -3.97864 -4.51416
H -6.56079 -1.92237 -3.46951
H 0.21595 -2.99271 3.14311
H 6.45257 3.22058 -0.48413
H -5.40464 -7.02522 0.46346
H 7.59020 2.31395 4.33338
H -1.06724 -0.73547 -2.10620
H 1.52219 1.12212 -0.78566
H -1.92612 -4.69903 -1.69399
H -1.47420 0.70675 -1.16876
H 5.57763 0.01992 4.11078
H -5.31043 -6.99421 2.22359
H 2.74882 1.90411 0.23755
```

## Properties
Molar mass (g mol⁻¹): 544.6
LUMO (hartree): 0.02175
Orbital gap (eV): 9.516
Electronic energy (eV): -53125.913

Calculated atomic charges, method Mulliken, unit e:
1 O -0.382
2 O -0.220
3 O -0.602
4 O -0.390
5 O -0.570
6 O -0.360
7 O -0.565
8 O -0.559
9 O -0.293
10 O -0.354
11 O -0.348
12 O -0.569
13 O -0.249
14 N -0.305
15 N -0.322
16 C 0.800
17 C 0.487
18 C -0.167
19 C -1.071
20 C -1.100
21 C -0.232
22 C -0.459
23 C -0.205
24 C -0.747
25 C -0.173
26 C -0.292
27 C 0.731
28 C 0.709
29 C -0.625
30 C -0.854
31 C 0.736
32 C -0.865
33 C -0.401
34 C -1.104
35 C -0.142
36 C -0.049
37 C -0.602
38 H 0.321
39 H 0.319
40 H 0.108
41 H 0.313
42 H 0.321
43 H 0.142
44 H 0.247
45 H 0.237
46 H 0.288
47 H 0.433
48 H 0.298
49 H 0.383
50 H 0.227
51 H 0.315
52 H 0.302
53 H 0.308
54 H 0.342
55 H 0.296
56 H 0.363
57 H 0.469
58 H 0.292
59 H -0.004
60 H 0.330
61 H 0.311
62 H -0.109
63 H 0.360
64 H 0.325
65 H 0.010
66 H 0.452
67 H 0.388
68 H 0.008
69 H 0.383
70 H 0.311
71 H 0.314
72 H 0.325
73 H 0.299
74 H 0.313
75 H 0.314
76 H 0.150
77 H 0.236
78 H 0.152
79 H 0.303
80 H 0.291
81 H -0.071

---

- Among the records above, which one has the highest molar mass?
  C22H44N2O13